{"formula": "C27H33GeN2O3PdS3", "method": "ωB97M-V/def2-TZVPD", "symbols": ["H", "H", "H", "H", "C", "O", "C", "H", "C", "H", "H", "Ge", "H", "C", "C", "H", "C", "H", "C", "O", "H", "H", "H", "H", "C", "H", "H", "C", "H", "H", "Pd", "C", "H", "H", "H", "H", "H", "C", "N", "H", "H", "S", "S", "C", "C", "C", "C", "H", "C", "C", "H", "H", "S", "C", "H", "H", "C", "C", "H", "C", "C", "C", "C", "C", "N", "O", "H", "C", "H", "C"], "positions_angstrom": [[4.628, -0.790, 2.288], [-0.087, 4.733, 0.157], [2.276, -2.284, 1.046], [-0.288, 7.084, 0.928], [-4.589, 0.318, -2.632], [0.649, 0.521, 2.073], [-3.189, -0.532, -0.644], [-3.011, -2.815, 3.470], [-0.191, 6.285, 1.646], [-1.945, 2.129, -0.787], [3.099, 2.353, 1.891], [2.226, 0.269, 0.706], [-4.648, 1.341, -2.310], [-0.172, 6.569, 3.002], [5.219, 4.140, 1.799], [-4.917, -4.160, 2.292], [-4.956, -1.482, -4.024], [-5.673, 0.480, -4.535], [-4.363, -3.340, 1.882], [0.324, 2.382, 0.451], [5.262, 1.429, 1.173], [6.287, 3.396, 0.096], [4.036, -1.144, -0.776], [4.203, 4.392, 2.098], [-3.989, -0.673, -1.914], [5.590, -0.511, -0.193], [-5.270, -2.094, -4.846], [4.162, -1.720, 1.956], [5.978, -2.501, 1.156], [-0.013, 5.776, 4.987], [-0.730, 0.243, 0.351], [4.689, 2.031, 0.466], [-0.257, 7.589, 3.336], [-4.980, 3.208, 2.096], [4.529, -3.280, 0.524], [0.199, 3.434, 4.218], [5.658, 3.496, 2.558], [-4.370, 2.620, 1.441], [0.400, 1.731, 2.580], [1.360, 0.069, -0.666], [5.552, -1.924, -1.232], [-4.068, -2.192, -2.741], [-4.828, 1.001, 1.094], [-5.154, -0.150, -3.837], [-3.504, -1.577, 0.416], [3.218, 2.037, 0.852], [-0.070, 4.979, 1.208], [4.204, -2.424, 2.791], [-2.713, 1.960, -0.030], [-3.366, -2.630, 2.473], [-2.795, 3.968, 0.886], [5.795, 5.060, 1.763], [-4.720, -2.786, 0.296], [5.252, 3.455, 0.438], [2.685, 2.737, 0.204], [4.693, 4.049, -0.289], [4.963, -2.316, 0.799], [0.091, 4.242, 3.514], [-2.082, -0.899, 1.930], [-2.872, -1.613, 1.632], [-3.238, 2.993, 0.792], [-3.475, 0.808, 0.039], [2.690, -1.467, 1.642], [5.036, -1.416, -0.423], [0.260, 2.639, 1.708], [-1.854, -0.639, -0.969], [2.126, -1.416, 2.577], [-0.035, 5.550, 3.933], [4.801, 1.598, -0.530], [0.079, 3.963, 2.149]], "mulliken_spin": [0.000, -0.003, 0.000, 0.000, 0.012, 0.039, -0.043, 0.000, -0.002, -0.013, 0.001, 0.005, 0.000, 0.005, 0.000, 0.000, 0.009, 0.000, 0.011, 0.046, 0.000, 0.000, -0.001, 0.000, 0.030, 0.000, 0.000, -0.001, 0.000, 0.000, 1.237, -0.001, 0.000, 0.001, 0.000, 0.000, 0.000, 0.020, -0.007, 0.001, 0.000, 0.001, -0.003, -0.002, 0.067, 0.012, 0.005, 0.000, 0.007, -0.001, -0.001, 0.000, -0.001, 0.001, -0.001, 0.000, 0.000, 0.006, -0.003, 0.012, -0.013, 0.029, 0.004, -0.001, 0.016, 0.525, 0.000, -0.002, 0.000, -0.005], "e_lumo_ev": [-3.3, -5.2], "orbital_gap_ev": [7.61, 5.77], "charge": 1, "spin_multiplicity": 3}

=====

{"formula": "C30H30ClN9O5S2Ti", "method": "ωB97M-V/def2-TZVPD", "symbols": ["C", "C", "C", "H", "C", "H", "C", "Cl", "H", "H", "C", "C", "C", "H", "H", "N", "H", "C", "C", "C", "H", "C", "H", "C", "H", "H", "C", "N", "H", "S", "C", "H", "H", "H", "C", "C", "H", "C", "C", "H", "O", "C", "H", "O", "H", "H", "N", "H", "N", "C", "H", "C", "H", "H", "C", "C", "Ti", "O", "H", "C", "S", "C", "O", "N", "C", "N", "N", "N", "H", "H", "C", "H", "N", "O", "H", "C", "C", "H"], "positions_angstrom": [[-5.572, 0.099, -0.642], [-1.613, -3.482, -1.673], [-1.135, -1.495, -4.733], [-1.616, -3.679, -4.490], [4.244, -2.398, -1.706], [1.747, -1.187, -3.690], [-1.355, -2.430, -2.711], [-0.749, 3.679, -1.518], [3.680, -2.751, -3.753], [3.352, 0.924, 2.340], [2.541, 3.559, 4.380], [3.480, -0.044, 1.859], [-4.854, -0.758, 0.144], [5.075, -3.093, -1.726], [0.239, 1.283, -3.609], [-1.260, -1.599, 0.591], [-5.323, -1.474, 0.802], [-4.898, 1.003, -1.484], [4.058, 3.822, 2.533], [-3.518, 0.997, -1.473], [4.668, 3.736, 4.593], [-0.111, 1.045, 2.556], [-2.465, -3.255, -1.029], [2.396, -1.326, -2.832], [3.339, -0.794, 2.642], [-2.958, 1.696, -2.079], [1.690, 3.631, 2.138], [-1.076, -3.417, 2.120], [0.860, 3.580, 1.444], [-1.339, 1.448, 1.454], [-2.629, -1.602, 0.839], [-1.848, -4.408, -2.203], [-1.108, -1.307, -5.798], [-0.668, 3.693, 3.296], [3.457, -2.199, -2.846], [2.443, -0.219, 0.782], [-5.424, 1.704, -2.116], [0.061, 3.311, 4.010], [2.840, -0.838, -0.487], [-0.750, -3.686, -1.038], [-0.254, 4.141, -2.783], [3.929, -1.719, -0.546], [-0.098, 3.804, 4.970], [-0.012, 4.291, -0.448], [-1.478, 1.568, -3.763], [-6.656, 0.078, -0.616], [-1.048, -1.101, -2.496], [4.486, -0.118, 1.453], [-2.933, -4.121, 3.292], [-2.391, -3.270, 2.340], [-3.790, -3.766, 3.684], [3.834, 3.713, 3.901], [1.168, -2.232, 0.173], [1.206, -3.467, 1.391], [-1.402, -2.708, -4.063], [1.459, 3.525, 3.506], [-0.597, 0.116, -0.612], [-2.149, 3.970, -1.392], [5.068, 3.931, 2.155], [-3.437, -0.725, 0.090], [-0.309, 1.544, 4.285], [2.067, -0.612, -1.657], [-0.561, 2.234, -1.462], [-2.796, 0.173, -0.717], [-0.934, -0.540, -3.755], [1.207, 0.094, 0.999], [1.015, 0.458, 2.337], [0.681, -2.843, 0.807], [3.143, 3.839, 0.586], [-2.254, -4.437, 3.964], [-0.669, 0.901, -4.071], [4.515, -1.903, 0.347], [-3.212, -2.458, 1.723], [1.105, 0.249, -1.645], [-0.574, 0.990, -5.156], [2.984, 3.775, 1.656], [-0.587, -2.585, 1.189], [2.367, 3.446, 5.446]], "mulliken_spin": [-0.020, 0.011, 0.004, 0.000, -0.004, -0.002, 0.018, 0.002, 0.000, 0.000, -0.001, -0.001, 0.150, 0.000, 0.000, 0.026, 0.025, 0.205, 0.000, -0.087, 0.000, 0.006, -0.002, -0.012, 0.001, 0.011, 0.002, 0.096, -0.001, -0.016, 0.296, 0.001, 0.000, -0.001, 0.006, 0.020, 0.017, 0.001, -0.009, 0.006, 0.001, 0.005, 0.000, 0.000, 0.002, 0.001, -0.011, 0.000, 0.009, 0.022, 0.000, 0.000, 0.026, 0.001, 0.001, 0.001, 0.969, 0.000, 0.000, 0.021, 0.001, 0.029, 0.023, 0.122, 0.007, -0.018, 0.004, 0.008, 0.000, 0.003, -0.001, 0.000, 0.039, 0.022, 0.000, 0.000, -0.034, 0.000], "e_lumo_ev": [4.2, 4.2], "orbital_gap_ev": [4.63, 5.76], "charge": -2, "spin_multiplicity": 3}

=====

The records above give, respectively, energy relative to the best compared isomer or geometry (same formula, charge and spin) values of 51.5 12.7 kcal/mol.
The records above give, respectively, calculated total energy values of -130146.284 -112553.208 eV.